No. 1
Density functional theory data (ωB97M-V/def2-TZVPD) for a structure of composition C6H18O6 in a non-equilibrium geometry.

Properties
Frontier orbital gap: 8.56 eV
Net charge: 0
Molecular weight: 186.2 u
Max |F|: 13.69 eV/A
E_HOMO: -8.30 eV
E_LUMO: 0.0096 Eh

CARTESIAN COORDINATES (ANGSTROEM)
O1 -0.193 -0.245 -0.166
O2 2.979 1.295 0.506
O3 1.040 -0.629 1.586
O4 -3.165 -1.226 0.342
O5 -1.713 0.380 -1.531
O6 0.913 1.256 -0.277
C1 3.203 -0.045 0.396
C2 -1.051 1.718 -1.504
C3 -0.615 -1.546 0.068
C4 -1.939 -1.585 0.996
C5 -0.266 1.959 -0.274
C6 1.785 -0.755 0.355
H1 2.042 1.399 0.686
H2 -0.220 3.048 -0.248
H3 -0.387 1.773 -2.367
H4 -2.208 0.160 -2.323
H5 -2.103 -2.573 1.426
H6 -0.780 0.232 -0.757
H7 1.253 -0.410 -0.531
H8 0.672 0.330 -0.191
H9 -0.650 -1.996 -0.924
H10 -3.705 -0.727 0.959
H11 -0.804 1.741 0.648
H12 1.693 -1.815 0.118
H13 0.151 -2.079 0.631
H14 3.811 -0.401 1.228
H15 3.744 -0.215 -0.535
H16 -1.808 -0.879 1.816
H17 -1.766 2.531 -1.629
H18 0.086 -0.697 1.496



No. 2
Density functional theory data (ωB97M-V/def2-TZVPD) for the ion C5H9NO with charge -1 in a non-equilibrium geometry.

Properties
⟨S²⟩: 0.750
Frontier orbital gap (spin up / spin down): 2.81 / 10.08 eV
Net charge: -1
Molecular weight: 99.1 u
Max |F|: 2.83 eV/A
E_HOMO (spin up / spin down): 1.14 / -6.19 eV
E_LUMO (spin up / spin down): 0.1454 / 0.1428 Eh
Spin multiplicity: 2

CARTESIAN COORDINATES (ANGSTROEM)
O1 1.751 1.091 -2.773
N1 0.745 0.720 -0.785
C1 1.800 0.898 -1.550
C2 0.619 0.607 0.698
C3 -1.527 -0.884 0.480
C4 -0.913 -1.886 -0.118
C5 -0.818 0.350 1.049
H1 -1.521 1.108 0.666
H2 -2.610 -0.785 0.601
H3 -0.136 0.651 -1.273
H4 -1.427 -2.849 -0.360
H5 -0.994 0.256 2.151
H6 2.677 1.202 -0.945
H7 0.774 1.524 1.279
H8 1.400 -0.185 0.999
H9 0.180 -1.819 -0.119



No. 3
Density functional theory data (ωB97M-V/def2-TZVPD) for a structure of composition IO8V4 in a non-equilibrium geometry.

Properties
Frontier orbital gap: 4.30 eV
Net charge: +3
Molecular weight: 458.7 u
Max |F|: 3.06 eV/A
E_HOMO: -16.79 eV
E_LUMO: -0.4591 Eh

CARTESIAN COORDINATES (ANGSTROEM)
I1 1.320 2.516 2.508
V1 0.137 1.371 0.231
V2 4.478 -0.736 1.398
V3 -0.368 -3.463 0.108
V4 -3.814 1.964 -3.003
O1 5.340 0.295 2.142
O2 -2.892 0.672 -2.821
O3 3.386 0.048 0.534
O4 -1.305 1.238 -0.445
O5 -0.968 -2.412 1.039
O6 0.407 -0.066 0.871
O7 -4.262 2.477 -1.633
O8 -1.457 -3.903 -0.930



No. 4
Density functional theory data (ωB97M-V/def2-TZVPD) for a cluster of 13 separate species, C35H96O13 in total in a non-equilibrium geometry.

Properties
Frontier orbital gap: 10.07 eV
Net charge: 0
Molecular weight: 725.1 u
Max |F|: 3.83 eV/A
E_HOMO: -9.72 eV
E_LUMO: 0.0130 Eh

CARTESIAN COORDINATES (ANGSTROEM)
O1 0.534 -2.332 3.570
O2 -2.111 1.447 -3.017
O3 -4.049 2.918 2.726
O4 2.103 5.060 3.916
O5 1.770 4.187 -3.292
O6 -3.905 2.682 -0.436
O7 0.611 -1.513 -0.982
O8 -5.867 -3.840 2.359
O9 6.551 -0.386 0.866
O10 1.821 -3.786 -0.228
O11 -5.851 -2.330 -2.144
O12 6.797 0.019 -2.143
O13 -1.041 -1.157 -3.753
C1 -3.811 -4.905 1.792
C2 -2.764 2.551 4.811
C3 5.696 -0.634 1.912
C4 0.425 3.733 3.032
C5 1.743 3.729 3.789
C6 -1.461 2.155 -5.117
C7 0.178 -1.371 -4.474
C8 5.945 0.978 -2.818
C9 -1.013 -0.429 0.244
C10 6.124 2.314 -2.125
C11 1.414 -0.292 0.747
C12 1.912 3.714 -1.003
C13 1.185 3.464 -2.283
C14 2.857 -4.000 -1.161
C15 1.107 -1.147 4.103
C16 -3.834 -2.619 2.816
C17 -4.741 -3.270 -2.305
C18 -4.597 1.567 -0.968
C19 -3.954 0.721 3.544
C20 -3.213 2.058 3.396
C21 -3.549 0.961 -4.789
C22 2.838 3.031 2.923
C23 -4.526 -3.987 2.830
C24 5.107 0.676 2.233
C25 -0.036 -0.268 4.437
C26 -3.508 -2.733 -1.617
C27 4.474 0.613 -2.820
C28 -2.674 1.987 -4.171
C29 -0.306 3.976 -2.028
C30 -5.109 -4.665 -1.874
C31 4.783 -1.800 1.575
C32 1.959 -1.605 5.315
C33 0.582 -2.836 -4.336
C34 1.304 -0.280 -4.151
C35 0.415 -0.322 -0.338
H1 -2.641 -3.312 -1.936
H2 6.351 -0.803 2.767
H3 2.476 -0.743 5.736
H4 -2.265 2.007 2.862
H5 0.603 4.158 2.044
H6 -1.821 2.527 -6.076
H7 -1.599 0.652 -3.185
H8 1.892 5.122 -3.110
H9 5.313 -2.713 1.304
H10 -0.641 -0.296 3.531
H11 -1.288 0.272 1.033
H12 -3.567 -2.225 1.836
H13 -3.250 2.897 -4.004
H14 -5.964 -2.304 -1.191
H15 -6.281 -4.672 2.601
H16 1.828 -0.741 3.393
H17 4.604 1.016 1.328
H18 -4.374 -5.376 -2.251
H19 -4.914 1.650 -2.007
H20 -2.961 0.146 -5.211
H21 1.842 4.696 -0.535
H22 4.244 -0.365 -3.243
H23 0.034 -1.275 -5.550
H24 4.405 0.429 3.029
H25 -0.836 4.269 -2.934
H26 -2.871 -2.568 3.324
H27 -4.243 0.471 -4.106
H28 -1.092 -1.295 0.901
H29 0.576 0.555 -0.965
H30 -4.241 1.332 -5.545
H31 1.156 -1.078 1.456
H32 -0.923 3.177 -1.617
H33 -3.639 -2.672 -0.537
H34 -5.015 0.839 3.767
H35 2.730 5.119 4.640
H36 -0.473 -0.737 5.319
H37 0.252 0.745 4.719
H38 -2.266 1.787 5.408
H39 -3.267 -1.706 -1.891
H40 0.974 0.738 -3.944
H41 -1.794 -0.411 -0.515
H42 -0.282 4.829 -1.350
H43 3.096 -5.063 -1.131
H44 2.808 1.945 2.837
H45 7.470 -0.604 1.037
H46 1.485 3.037 -0.263
H47 -4.022 0.644 -0.894
H48 1.965 -0.332 -5.016
H49 7.211 2.369 -2.064
H50 6.431 1.115 -3.784
H51 3.984 0.699 -1.851
H52 1.420 -1.989 6.181
H53 -1.985 3.312 4.769
H54 3.907 1.285 -3.464
H55 2.419 -0.312 0.326
H56 2.770 -2.324 5.197
H57 3.766 3.508 3.236
H58 2.677 -3.704 -2.194
H59 5.713 2.459 -1.126
H60 1.197 0.630 1.286
H61 -1.012 1.173 -5.270
H62 -3.477 -4.450 0.860
H63 5.859 1.380 2.589
H64 -3.525 3.126 -1.198
H65 -5.124 -4.703 -0.785
H66 0.179 -3.466 -5.129
H67 -0.074 -1.665 -1.638
H68 -3.571 0.049 4.312
H69 -4.400 -1.844 3.334
H70 1.146 2.403 -2.530
H71 -3.992 2.723 1.788
H72 3.779 -3.497 -0.870
H73 1.907 -0.608 -3.304
H74 1.655 3.245 4.762
H75 4.174 -1.480 0.729
H76 -0.633 2.798 -4.821
H77 -3.549 2.920 5.471
H78 -4.335 -4.370 3.832
H79 -0.385 4.293 3.498
H80 2.926 3.333 -1.126
H81 4.170 -1.953 2.463
H82 6.692 0.052 -1.190
H83 -4.427 -5.704 1.378
H84 -3.868 0.097 2.655
H85 -3.001 -5.473 2.249
H86 1.348 -3.009 -0.536
H87 -1.616 -1.640 -4.351
H88 -6.099 -5.012 -2.169
H89 1.180 -2.946 3.211
H90 -5.341 1.348 -0.201
H91 -0.048 2.754 2.955
H92 1.665 -2.812 -4.458
H93 0.317 -3.192 -3.341
H94 -4.551 -3.320 -3.377
H95 2.776 3.349 1.882
H96 5.858 3.251 -2.615



No. 5
Density functional theory data (ωB97M-V/def2-TZVPD) for a cluster of 11 separate species, C41H80FN11O12 in total in a non-equilibrium geometry.

Properties
Frontier orbital gap: 9.15 eV
Net charge: 0
Molecular weight: 938.2 u
Max |F|: 1.82 eV/A
E_HOMO: -8.62 eV
E_LUMO: 0.0196 Eh
Structure (SMILES): O=C1c2ccccc2C(=O)N1CCCF.CNC(C)=O.CNC(C)=O.CNC(C)=O.CNC(C)=O.CNC(C)=O.CNC(C)=O.CNC(C)=O.CNC(C)=O.CNC(C)=O.CNC(C)=O

CARTESIAN COORDINATES (ANGSTROEM)
F1 2.905 1.219 -1.533
O1 -0.207 -0.917 8.876
O2 -8.115 4.673 -0.726
O3 0.148 -1.879 2.476
O4 7.786 0.768 -6.994
O5 11.519 -3.992 -4.656
O6 1.053 1.244 3.096
O7 4.865 -1.008 5.811
O8 -3.456 3.973 2.824
O9 6.108 3.755 -3.441
O10 -5.509 1.198 -1.819
O11 -1.102 -2.440 -1.754
O12 -10.608 -2.277 -3.069
N1 -7.328 -0.073 -2.131
N2 5.786 3.027 -5.536
N3 13.180 -4.256 -3.177
N4 -4.770 5.401 1.706
N5 -0.470 -1.724 6.803
N6 2.177 0.477 4.878
N7 9.369 -0.715 -6.440
N8 -8.662 4.828 1.440
N9 6.086 -2.858 6.128
N10 0.188 -1.923 0.155
N11 -10.912 -2.949 -5.185
C1 -5.747 0.202 -3.982
C2 -2.421 5.999 2.086
C3 1.739 0.065 0.223
C4 -5.104 6.615 0.984
C5 -9.421 4.539 2.644
C6 -8.245 -0.938 -2.862
C7 2.436 0.224 6.284
C8 -11.611 -3.575 -6.293
C9 11.865 -4.264 -3.517
C10 -3.575 5.040 2.241
C11 -0.293 -1.480 1.424
C12 1.502 -1.382 -0.233
C13 -8.845 4.327 0.186
C14 -3.348 1.014 0.074
C15 -1.756 -0.684 -0.178
C16 8.408 0.182 -6.116
C17 -1.371 -0.465 1.143
C18 13.776 -4.549 -1.886
C19 6.816 -4.051 5.741
C20 -9.972 3.344 -0.016
C21 -6.174 0.487 -2.563
C22 5.384 3.188 -4.249
C23 -2.940 1.250 1.365
C24 10.867 -4.619 -2.440
C25 1.125 1.112 4.314
C26 -0.894 -1.792 -0.752
C27 8.144 0.423 -4.649
C28 -1.929 0.495 1.929
C29 -1.141 -2.422 5.718
C30 4.028 2.644 -3.868
C31 -2.240 -2.110 8.457
C32 5.440 -1.973 5.327
C33 5.076 2.385 -6.627
C34 -0.896 -1.534 8.078
C35 3.068 0.626 -0.289
C36 0.053 1.645 5.237
C37 10.208 -1.503 -5.546
C38 -2.761 0.059 -0.729
C39 5.461 -2.231 3.840
C40 -12.657 -3.427 -3.528
C41 -11.316 -2.837 -3.893
H1 9.866 -4.584 -2.860
H2 -12.663 -4.501 -3.718
H3 -4.164 1.609 -0.342
H4 -4.811 0.716 -4.181
H5 -1.573 0.641 2.940
H6 -3.429 2.019 1.953
H7 1.649 0.620 6.921
H8 -8.752 4.126 3.401
H9 -2.203 6.161 1.029
H10 7.823 -0.501 -4.166
H11 9.041 0.803 -4.159
H12 2.854 0.145 4.210
H13 -0.504 -3.240 5.378
H14 6.487 -2.226 3.469
H15 9.985 -1.299 -4.505
H16 4.109 2.008 -6.309
H17 2.516 -0.850 6.438
H18 -10.994 -4.379 -6.697
H19 3.995 1.566 -4.027
H20 -10.929 3.807 0.230
H21 -9.820 2.460 0.605
H22 3.805 -0.184 -0.302
H23 -10.219 3.830 2.451
H24 -9.852 5.466 3.027
H25 -10.010 -2.536 -5.362
H26 4.932 3.109 -7.431
H27 -9.223 -0.469 -2.895
H28 11.253 -1.263 -5.743
H29 -9.991 3.038 -1.057
H30 2.269 -2.043 0.188
H31 -4.253 7.282 0.892
H32 -1.542 5.575 2.561
H33 -7.895 5.477 1.504
H34 7.851 -3.963 6.077
H35 -6.499 0.564 -4.684
H36 10.926 -3.905 -1.618
H37 1.752 0.178 1.315
H38 6.698 3.411 -5.726
H39 -0.720 2.127 4.644
H40 -3.027 -1.672 7.842
H41 9.495 -0.828 -7.433
H42 13.022 -4.797 -1.147
H43 -1.288 -1.725 4.892
H44 -5.906 7.128 1.521
H45 -2.101 -2.822 6.027
H46 6.363 -4.920 6.221
H47 3.359 1.407 0.418
H48 4.991 -3.189 3.614
H49 -2.236 -3.194 8.334
H50 -5.457 6.340 -0.011
H51 1.583 -1.438 -1.323
H52 -0.398 0.830 5.806
H53 0.476 2.381 5.922
H54 -3.086 -0.123 -1.746
H55 11.053 -5.627 -2.068
H56 10.047 -2.559 -5.744
H57 -13.451 -2.946 -4.099
H58 -2.442 -1.879 9.498
H59 5.682 1.559 -6.996
H60 -5.495 4.714 1.844
H61 13.791 -4.012 -3.940
H62 4.907 -1.445 3.335
H63 -7.899 -1.116 -3.875
H64 14.463 -5.390 -1.990
H65 6.804 -4.194 4.666
H66 -5.594 -0.869 -4.124
H67 -8.328 -1.888 -2.340
H68 -12.566 -3.982 -5.982
H69 -11.777 -2.833 -7.076
H70 6.033 -2.627 7.108
H71 14.336 -3.677 -1.544
H72 -2.652 6.952 2.565
H73 3.382 0.686 6.553
H74 0.898 0.666 -0.141
H75 0.433 -1.315 6.616
H76 7.355 1.162 -4.545
H77 3.249 3.131 -4.457
H78 3.844 2.844 -2.820
H79 -7.552 0.159 -1.176
H80 -12.840 -3.261 -2.470



No. 6
Density functional theory data (ωB97M-V/def2-TZVPD) for a cluster of 2 separate species, C2HN2O3S2 in total in a non-equilibrium geometry.

Properties
Frontier orbital gap (spin up / spin down): 6.77 / 8.28 eV
Net charge: -1
Molecular weight: 165.2 u
Max |F|: 1.86 eV/A
E_HOMO (spin up / spin down): -3.98 / -5.32 eV
E_LUMO (spin up / spin down): 0.1027 / 0.1088 Eh

CARTESIAN COORDINATES (ANGSTROEM)
S1 2.317 -1.707 -1.036
S2 -1.784 1.692 1.252
O1 -0.733 2.269 2.108
O2 -1.514 0.306 0.783
O3 -2.288 2.617 0.229
N1 1.040 -1.864 -2.122
N2 -0.022 -1.319 -1.719
C1 1.275 -0.815 0.052
C2 0.065 -0.728 -0.533
H1 1.643 -0.450 0.987